1.
A molecular structure, C20H43O2P3Y at a distorted geometry, computed with ωB97M-V with the def2-TZVPD basis set.

Computed properties:
Energy above the lowest of the compared OMol25 structures with the same formula, charge and spin (kcal per mole): 10.6
Total charge: +3
Molecular weight (Da): 497.39
E (eV): -54416.8035
HOMO energy (eV): -14.68
Orbital gap (eV): 3.88
LUMO (eV): -10.800

Each line ends with the Löwdin charge.
Positions of all 69 atoms, in Å:
Y  0.08797  0.43949  -0.08970  1.174
P  -0.07054  -2.39558  0.60464  0.748
P  -0.00652  -0.03773  -2.81523  0.712
P  -2.68154  0.07982  0.11107  0.726
H  0.36543  2.99933  0.63031  0.103
C  -0.49533  2.53677  1.15486  -0.089
C  -0.29996  1.59893  2.14137  -0.084
H  0.71020  1.35083  2.51058  0.065
C  1.47421  -3.32076  0.94965  -0.248
C  -0.85933  -3.63607  -0.50857  -0.244
C  -0.95940  -2.74361  2.18105  -0.246
C  -0.16553  1.48759  -3.80299  -0.254
C  1.48689  -0.70867  -3.59670  -0.253
C  -1.34630  -1.06170  -3.53912  -0.228
C  -3.53995  0.47754  1.67741  -0.232
C  -3.58899  -1.40689  -0.43594  -0.244
C  -3.40347  1.34696  -0.98257  -0.274
H  -1.47121  2.99074  0.95256  0.096
H  -1.09943  1.22458  2.78623  0.087
H  2.14195  -2.78083  1.63207  0.034
H  2.01057  -3.51286  0.01170  0.062
H  1.21054  -4.28144  1.41503  0.073
H  -0.26307  -3.71693  -1.42785  0.051
H  -1.88318  -3.35506  -0.78479  0.019
H  -0.87732  -4.61759  -0.01029  0.079
H  -0.54482  -2.10556  2.97316  0.045
H  -0.81090  -3.79767  2.46037  0.074
H  -2.03310  -2.53094  2.09045  0.033
H  -0.20390  1.27160  -4.87750  0.087
H  0.61879  2.23217  -3.59889  0.074
H  -1.15396  1.82027  -3.48256  -0.003
H  1.30119  -0.75238  -4.67745  0.074
H  1.67014  -1.71567  -3.20179  0.049
H  2.33075  -0.03358  -3.39300  0.062
H  -1.13665  -1.16180  -4.61106  0.076
H  -2.33728  -0.59968  -3.41194  0.050
H  -1.32324  -2.05800  -3.07624  0.037
H  -4.60811  0.63722  1.47552  0.078
H  -3.11545  1.38420  2.12449  0.039
H  -3.42049  -0.36164  2.37525  0.057
H  -4.66640  -1.19092  -0.45379  0.082
H  -3.39956  -2.22768  0.26687  0.037
H  -3.26538  -1.69844  -1.44383  0.035
H  -4.48773  1.39284  -0.82154  0.080
H  -3.21095  1.14220  -2.04267  0.045
H  -2.96014  2.31990  -0.74264  0.018
C  -3.40524  4.21541  -3.05905  -0.310
C  -3.41914  5.16841  -4.09589  -0.017
C  -3.97657  6.42743  -3.81686  -0.051
C  -4.49244  6.71265  -2.53436  -0.071
C  -4.66181  5.67305  -1.60619  -0.065
C  -4.20031  4.38312  -1.91596  -0.043
O  -2.43517  3.23654  -3.05842  -0.068
H  -1.68238  3.51662  -3.64353  0.110
H  -2.91688  4.93574  -5.04189  0.124
H  -3.98097  7.20096  -4.59457  0.122
H  -4.76875  7.74460  -2.26782  0.119
H  -5.13393  5.87812  -0.63469  0.117
H  -4.41044  3.55119  -1.25093  0.071
C  2.86999  -0.14444  2.88017  0.015
C  3.04072  -0.16865  1.41465  -0.376
C  4.34412  -0.60741  0.86832  0.036
O  2.07926  0.14180  0.63281  -0.204
H  3.65884  -0.76749  3.33050  0.117
H  1.88400  -0.52719  3.19305  0.101
H  2.95703  0.87977  3.28506  0.137
H  4.19618  -1.25051  -0.01597  0.118
H  4.94028  0.26819  0.55195  0.140
H  4.88597  -1.15515  1.66300  0.117

Forces on the atoms, in the same order (eV/Å):
0.26 -1.75 -0.93
-0.25 -1.47 0.39
0.13 0.24 -2.11
-1.65 -0.07 -0.14
-0.29 -0.19 0.26
0.22 -0.20 2.12
-0.12 2.43 0.27
-0.42 -0.01 -0.60
0.36 0.24 -0.12
-0.05 0.33 -0.37
-0.04 0.54 0.03
-0.42 0.02 0.50
0.16 -0.46 0.49
0.03 -0.11 0.35
0.32 -0.14 0.18
0.20 -0.22 0.04
0.39 0.02 -0.04
0.21 -0.35 -0.05
0.01 0.13 -0.45
-0.14 -0.14 -0.09
-0.06 0.01 0.23
0.09 0.27 -0.19
-0.15 -0.08 0.20
0.35 -0.14 0.11
0.05 0.36 -0.10
-0.16 -0.22 -0.02
-0.10 0.35 -0.14
0.28 -0.10 0.07
0.14 -0.13 0.25
-0.31 -0.23 0.00
0.22 0.35 -0.33
0.12 -0.04 0.26
0.31 0.19 -0.27
-0.14 -0.36 -0.09
-0.07 0.01 0.20
0.36 -0.17 0.00
-0.16 0.21 -0.20
0.30 -0.07 0.07
-0.28 -0.15 -0.02
-0.10 0.27 -0.02
0.30 -0.02 0.03
-0.19 0.11 -0.25
-0.15 0.02 0.28
0.22 -0.05 0.01
-0.03 0.11 0.27
-0.20 -0.17 -0.19
-0.28 1.70 -0.22
-0.05 0.06 1.01
-0.15 -0.11 0.23
0.06 -0.09 -0.23
-0.08 0.07 -0.58
0.27 0.53 0.02
1.01 -0.67 -0.88
-1.47 0.01 0.62
-0.16 0.25 0.34
0.08 -0.33 0.42
0.00 -0.68 -0.25
0.12 -0.21 -0.59
0.26 0.40 0.00
-0.07 -0.34 0.66
-0.58 0.19 -1.03
0.11 -0.45 0.12
1.50 -0.32 1.13
-0.42 0.43 0.07
0.28 0.13 -0.20
0.15 -0.22 -0.22
0.08 0.33 0.26
-0.17 -0.20 0.13
-0.05 0.37 -0.68

2.
7 unconnected molecules or ions with the total composition C20H44BF4NO10S5 at a distorted geometry, computed with ωB97M-V with the def2-TZVPD basis set.

Computed properties:
Molecular weight (Da): 705.71
E (eV): -109141.4541
HOMO energy (eV): -10.07
Orbital gap (eV): 8.65
LUMO (eV): -1.416

Each line ends with the Löwdin charge.
Positions of all 85 atoms, in Å:
N  -1.87540  4.39843  -0.55207  0.361
H  -1.26121  4.39721  0.24971  0.162
H  -2.08777  3.43160  -0.75264  0.156
H  -1.34270  4.82345  -1.29752  0.154
H  -2.74060  4.90891  -0.44753  0.156
B  -0.34261  -0.23455  0.15440  -1.475
F  -0.73452  -0.86968  -0.96676  0.139
F  0.71320  0.59287  -0.10840  0.118
F  -1.35036  0.63331  0.48537  0.092
F  -0.18885  -1.17404  1.13053  0.136
C  -0.59165  -7.86497  3.95048  -0.207
C  -0.73595  -6.47607  3.33320  -0.215
C  -1.40622  -5.51800  4.38017  -0.215
S  -0.71331  -6.06061  5.92888  0.713
O  -1.83351  -6.42260  6.82640  -0.356
O  0.34863  -5.11386  6.33283  -0.357
C  0.13765  -7.52627  5.26423  -0.235
H  0.09892  -8.49117  3.38560  0.115
H  -1.53229  -8.36771  4.17530  0.118
H  -1.23328  -6.50896  2.36383  0.112
H  0.26165  -6.11392  3.08475  0.116
H  -2.47972  -5.70613  4.36263  0.100
H  -1.30938  -4.43852  4.26415  0.107
H  0.28813  -8.27691  6.04012  0.106
H  1.12917  -7.11161  5.08245  0.097
C  -5.28270  -3.28843  -3.82862  -0.221
C  -5.04442  -3.12341  -2.35380  -0.226
C  -5.93802  -1.95417  -1.81096  -0.179
S  -5.83523  -0.69108  -3.14248  0.719
O  -4.89842  0.39825  -2.76038  -0.382
O  -7.17120  -0.33154  -3.61877  -0.358
C  -5.01092  -1.84703  -4.39347  -0.200
H  -6.30188  -3.57819  -4.08438  0.114
H  -4.58372  -3.89397  -4.40555  0.115
H  -3.99597  -2.94575  -2.11446  0.122
H  -5.27673  -4.07397  -1.87363  0.112
H  -5.80086  -1.44717  -0.85585  0.110
H  -6.94580  -2.24158  -2.11078  0.087
H  -3.93316  -1.71131  -4.30334  0.090
H  -5.11393  -1.60607  -5.45150  0.097
C  0.94451  0.24195  -6.64289  -0.210
C  0.27413  1.48559  -5.95768  -0.185
C  1.40854  2.45810  -5.48677  -0.228
S  2.69964  2.41269  -6.71509  0.686
O  3.96524  2.13608  -6.03284  -0.353
O  2.60777  3.56008  -7.58950  -0.338
C  2.04268  0.83159  -7.58228  -0.181
H  0.23718  -0.43738  -7.11859  0.108
H  1.50569  -0.42475  -5.98815  0.107
H  -0.38041  1.13672  -5.15895  0.108
H  -0.40827  1.81886  -6.73958  0.108
H  1.89903  2.08542  -4.58753  0.101
H  1.22619  3.50925  -5.26331  0.098
H  2.91557  0.23206  -7.84057  0.093
H  1.55559  1.22839  -8.47301  0.087
C  6.56125  4.80111  -1.96235  -0.263
C  6.71859  3.36029  -1.69520  -0.243
C  5.62493  2.81000  -0.79222  -0.195
S  4.80751  4.26055  0.00500  0.746
O  4.98666  4.24855  1.46064  -0.354
O  3.54265  4.62634  -0.67795  -0.365
C  6.07272  5.43174  -0.70662  -0.227
H  5.89230  5.04458  -2.78778  0.124
H  7.52689  5.26240  -2.16937  0.121
H  7.71643  3.19583  -1.28854  0.119
H  6.78536  2.78059  -2.61585  0.123
H  6.14642  2.12756  -0.12108  0.105
H  4.80989  2.24631  -1.24615  0.101
H  6.92149  5.52641  -0.02932  0.107
H  5.51033  6.36445  -0.74969  0.101
C  -1.22730  0.66712  6.65423  -0.206
C  0.20751  0.84257  6.15352  -0.232
C  0.66537  2.31818  6.27963  -0.172
S  -0.91335  3.26541  5.91675  0.714
O  -0.89965  3.81201  4.52439  -0.383
O  -1.21626  4.13364  7.03236  -0.350
C  -2.03885  1.84316  6.02500  -0.216
H  -1.15338  0.81131  7.73212  0.110
H  -1.55183  -0.35941  6.48387  0.117
H  0.10958  0.58528  5.09886  0.115
H  0.87826  0.09810  6.58242  0.117
H  1.50194  2.71828  5.70677  0.104
H  0.72078  2.57521  7.33744  0.088
H  -2.28555  1.68427  4.97524  0.093
H  -2.99920  2.06889  6.48854  0.101

Forces on the atoms, in the same order (eV/Å):
0.32 -0.05 -0.29
-0.01 0.11 0.91
-0.03 -0.87 -0.29
0.19 -0.05 -0.61
-0.25 0.26 0.52
-0.39 0.22 0.02
-0.46 -1.42 -2.60
2.20 0.52 -0.10
-2.34 1.79 1.12
0.81 -0.69 1.41
0.95 0.48 1.24
-0.08 0.69 -0.50
-0.35 -0.84 -1.15
-0.04 0.50 1.52
1.87 0.49 -1.09
-1.68 -1.23 -0.21
0.01 0.39 0.46
-0.43 -0.13 -0.28
-0.02 -0.01 -0.28
-0.44 0.17 0.21
0.13 0.09 0.18
0.00 -0.22 0.41
0.60 -0.19 -0.14
-0.56 -0.08 -0.06
0.03 -0.06 -0.33
-0.03 2.27 -1.82
0.18 -0.31 1.51
-0.12 -0.25 -2.69
1.73 1.29 -0.89
-1.52 -1.71 -0.62
1.09 -0.47 0.58
0.44 0.08 1.02
-0.04 -0.21 0.22
-0.03 -0.52 0.61
0.08 0.18 -0.22
-0.24 0.15 0.40
0.07 -0.51 -0.10
-0.45 -0.17 1.19
0.10 0.33 0.68
-1.20 -0.04 0.16
1.89 0.48 0.36
0.40 -0.96 -0.29
-0.47 -0.57 0.19
0.49 -1.47 -0.05
-1.08 0.17 -0.77
-0.07 -0.41 0.07
-0.56 1.35 0.25
-0.11 0.48 -0.40
-0.25 0.24 0.73
0.28 0.22 0.30
0.20 0.93 0.10
-0.15 -0.37 0.00
-0.58 -0.05 -0.42
-0.24 -0.09 0.18
0.28 0.03 -0.19
-0.22 1.93 -0.91
0.52 -1.57 -0.88
-0.40 -0.48 0.36
1.53 1.42 -0.24
-0.96 -0.24 -1.49
1.60 -1.12 1.31
-1.10 -0.05 1.40
-0.04 -0.26 -0.11
0.01 -0.09 -0.40
-0.15 -0.03 0.65
-0.35 0.03 -0.18
-0.67 0.31 0.71
0.16 0.14 -0.42
-0.35 -0.06 0.46
0.30 0.08 -0.32
0.63 1.42 0.71
0.07 -0.02 -1.49
-2.02 -0.07 0.68
0.33 0.20 -1.75
-0.11 -1.04 2.59
0.27 0.16 -0.25
0.10 -0.96 -0.71
-0.56 0.00 0.24
-0.38 0.32 -0.30
0.58 0.07 -0.32
0.13 0.33 0.20
-0.24 -0.32 -0.09
0.57 0.00 0.06
0.19 -0.45 -0.12
0.41 0.37 0.42

3.
A molecular structure, C20H44Cl4O2P2Tc at a distorted geometry, computed with ωB97M-V with the def2-TZVPD basis set.

Computed properties:
2S+1: 4
Molecular weight (Da): 618.33
E (eV): -96414.8507
HOMO energy (alpha / beta) (eV): -8.43 / -9.12
Orbital gap (alpha / beta) (eV): 8.92 / 7.85
LUMO (alpha / beta) (eV): 0.497 / -1.279

Each line ends with the Mulliken spin population.
Positions of all 73 atoms, in Å:
Tc  0.04004  -0.11322  0.27274  3.141
P  -0.35577  -2.34589  -0.28038  -0.113
C  0.63796  -3.11680  -1.65314  -0.006
C  -0.04232  -3.50240  1.15948  -0.024
C  -2.09829  -2.65494  -0.88862  -0.004
C  2.02917  -2.48990  -1.82627  0.008
H  0.02454  -2.86370  -2.52974  0.003
C  0.75398  -4.64481  -1.57105  0.001
H  1.52857  -4.95107  -0.85947  0.000
H  1.06115  -5.00247  -2.56027  0.000
H  -0.17630  -5.15921  -1.32204  0.000
H  1.97145  -1.52456  -2.33534  0.008
H  2.65424  -3.15617  -2.43288  0.000
H  2.53299  -2.33813  -0.86430  -0.002
H  -2.09493  -2.08827  -1.82671  -0.011
C  -3.14494  -2.03759  0.04240  -0.002
C  -2.47336  -4.10331  -1.17314  0.001
H  -2.01666  -4.49833  -2.08045  0.000
H  -3.55944  -4.14458  -1.31498  0.001
H  -2.23716  -4.75490  -0.32667  0.000
H  -2.69910  -1.35924  0.77151  0.011
H  -3.71088  -2.80140  0.58487  0.001
H  -3.86294  -1.44657  -0.52961  0.000
C  1.40467  -3.41175  1.67269  -0.003
H  -0.17634  -4.50250  0.72662  0.001
C  -1.06508  -3.32962  2.29420  0.026
H  2.15733  -3.76678  0.96367  0.000
H  1.49051  -3.93815  2.63253  0.000
H  1.65418  -2.36708  1.89156  0.013
H  -1.24871  -2.27796  2.55597  -0.003
H  -0.67938  -3.82777  3.19279  0.000
H  -2.02408  -3.79948  2.05199  0.000
Cl  1.13502  -0.31766  2.32083  0.145
H  1.33645  -0.27166  -0.53424  -0.106
H  -0.95414  -0.33532  -0.99465  -0.084
P  0.32383  2.40305  -0.12574  -0.016
C  -0.84569  3.24562  -1.34083  -0.018
C  0.33358  3.55975  1.38340  0.009
C  2.00644  2.65555  -0.99807  -0.001
C  -2.24198  2.61558  -1.37505  0.017
H  -0.35255  3.03975  -2.30053  -0.006
C  -0.96125  4.75598  -1.14144  -0.001
H  -1.61178  4.98387  -0.29314  0.000
H  -1.43272  5.17191  -2.03724  0.000
H  -0.00925  5.27115  -1.00784  0.000
H  -2.23984  1.65076  -1.88808  0.000
H  -2.91504  3.28902  -1.92210  0.000
H  -2.66316  2.45884  -0.37253  0.002
H  1.82098  2.18066  -1.97007  -0.006
C  3.14679  1.88574  -0.30274  0.006
C  2.35967  4.12572  -1.25507  -0.002
H  1.74514  4.57311  -2.04146  0.000
H  3.39989  4.18665  -1.59992  0.000
H  2.28411  4.73352  -0.34581  0.000
H  2.79128  1.16456  0.44384  -0.003
H  3.85053  2.57756  0.17464  -0.001
H  3.70647  1.31940  -1.05857  0.001
C  -0.95097  3.52104  2.21139  0.007
H  0.47254  4.56413  0.96335  -0.005
C  1.47921  3.21118  2.32440  0.004
H  -1.81062  3.99045  1.71689  0.000
H  -0.84298  4.05926  3.16651  0.001
H  -1.18570  2.46796  2.42584  -0.001
H  1.47120  2.13214  2.52245  0.006
H  1.32296  3.72798  3.27466  0.001
H  2.45144  3.49787  1.92893  -0.001
Cl  -3.94286  2.18953  3.72366  0.001
C  -3.24097  0.62570  3.22020  0.001
Cl  -1.67705  0.37004  4.09998  0.002
Cl  -4.20293  -0.84576  3.31089  0.000
C  -2.96059  0.80108  1.66930  -0.003
O  -3.86834  0.81952  0.84055  0.001
O  -1.68851  0.86714  1.48900  0.005

Forces on the atoms, in the same order (eV/Å):
-2.50 2.29 2.49
-0.11 -2.20 0.12
-0.05 0.35 -0.06
-0.06 -0.29 -0.21
0.23 0.06 0.25
0.07 -0.04 -0.08
0.17 -0.08 0.02
0.08 -0.12 -0.16
-0.16 0.08 -0.07
0.03 -0.01 0.13
0.21 0.13 0.00
0.02 -0.09 0.14
-0.08 0.11 0.06
-0.08 -0.05 -0.19
0.01 -0.08 0.04
-0.07 0.34 0.13
-0.16 -0.13 -0.17
0.05 -0.04 0.08
0.15 -0.03 -0.02
-0.02 0.01 -0.09
-0.16 -0.16 -0.09
0.23 0.06 0.00
0.05 -0.03 0.10
0.02 0.58 0.10
-0.08 0.12 0.16
0.01 0.08 0.07
-0.20 -0.24 0.07
0.03 -0.15 -0.35
0.02 -0.60 -0.08
0.10 -0.22 -0.04
-0.09 0.12 -0.14
0.11 0.17 -0.03
0.26 0.43 0.35
1.28 -0.25 -1.13
-0.18 0.38 -0.81
0.59 0.85 -0.40
0.29 -0.48 0.22
0.02 -0.07 -0.13
-0.78 0.09 0.42
-0.13 0.06 0.13
-0.06 0.12 0.04
-0.08 0.11 -0.17
0.10 0.00 -0.05
-0.02 0.04 0.10
-0.12 -0.08 0.02
0.02 0.05 0.16
0.08 -0.16 0.05
0.13 0.07 -0.35
-0.07 0.00 0.14
0.09 -0.05 -0.10
0.30 -0.08 -0.10
0.00 -0.06 0.19
-0.13 0.01 0.06
0.02 -0.09 -0.15
0.15 0.24 -0.12
-0.18 -0.15 0.03
-0.02 0.11 0.20
-0.54 -0.17 -0.01
0.05 -0.19 0.09
0.17 -0.27 -0.04
0.10 -0.29 -0.11
0.27 -0.11 -0.33
0.07 0.83 0.14
0.15 0.34 0.09
0.12 -0.01 -0.08
0.11 -0.06 -0.03
-0.32 -0.75 0.31
0.86 0.32 -0.86
-1.10 0.03 0.18
-0.45 0.31 0.69
0.61 -0.20 -0.82
0.87 0.17 1.42
-0.29 -0.97 -1.41

> Among the records above, which one has the lowest molecular weight?

C20H43O2P3Y

> The lowest E belongs to which entry?

C20H44BF4NO10S5